Entry from the OMol25 dataset: a molecular structure, C20H45F6N4O13S2V at a distorted geometry (ωB97M-V/def2-TZVPD).

Each line ends with the Mulliken charge.
Positions of all 91 atoms, in Å:
C -19.3151 -21.1376 2.4281  -0.894
H -24.4912 -22.1281 7.9328  0.364
H -18.8699 -22.3598 8.0580  -0.198
N -21.0111 -14.0534 9.4424  -0.398
C -20.5466 -24.0274 6.9036  -0.828
H -23.0861 -21.0588 11.9902  0.386
N -19.6085 -21.2555 3.8659  0.372
H -18.2646 -20.5128 6.4052  -0.625
H -23.5772 -21.4559 1.2339  0.305
H -22.1672 -20.8090 9.2678  -0.238
H -17.6079 -18.8424 10.2736  0.374
O -16.6938 -19.9411 8.8488  -0.401
H -24.1841 -20.5434 8.4965  0.157
C -16.4068 -21.3474 6.0940  -0.700
O -20.1512 -12.9394 11.6064  -0.588
H -20.0099 -20.4958 0.5348  0.438
C -23.6369 -21.9094 9.9160  0.168
C -17.8738 -20.7135 8.8173  -0.300
C -22.8110 -20.6813 1.2659  -0.786
H -15.9321 -22.3205 6.2192  0.344
H -19.0972 -22.1516 2.0926  0.437
O -21.2523 -18.8771 8.6908  -0.633
H -18.1086 -17.3453 6.6429  0.061
H -27.6497 -20.2561 9.2111  0.322
C -16.8148 -18.7405 9.5329  -0.720
C -21.0378 -22.0211 5.6340  0.431
H -24.7324 -21.0127 11.6019  0.364
S -20.0521 -15.4419 10.1759  0.919
H -18.1754 -17.6203 4.9553  0.243
O -19.5261 -18.8028 6.0427  0.059
O -20.2438 -16.6650 9.4287  -0.701
S -21.2220 -12.9981 10.6394  0.934
C -20.9658 -21.7619 4.1581  -0.864
H -15.8244 -23.6669 3.1228  0.240
H -23.2550 -20.1769 2.1241  0.301
H -26.8729 -20.6061 7.5695  0.299
C -23.7518 -20.8699 11.1480  -1.237
H -21.5824 -20.9151 3.8569  0.230
H -14.6914 -22.6289 3.7952  0.433
N -17.8214 -21.4175 6.4772  0.817
O -20.7296 -16.0641 6.5498  -0.793
C -15.6281 -22.6010 3.2386  -1.091
H -23.8419 -22.9666 10.0850  0.343
H -20.6817 -19.5571 1.9660  0.375
H -18.3648 -20.6040 2.4429  0.427
F -23.9163 -13.6792 10.8706  -0.243
H -20.7978 -21.1852 6.2911  -0.097
C -20.4833 -20.5298 1.5160  -0.795
F -17.9144 -13.7879 10.2086  -0.210
H -15.1543 -20.6909 4.5653  0.639
H -21.2675 -22.6999 3.6920  0.247
H -17.2351 -22.6909 8.2454  0.424
V -21.3758 -18.0748 7.2873  1.378
H -22.8751 -20.0946 0.3495  0.311
H -19.8819 -24.8630 7.1229  0.192
O -22.4625 -18.8829 6.3949  -0.798
F -22.5005 -14.8567 12.1850  -0.182
O -16.6241 -22.0529 3.9840  -0.133
C -26.7412 -20.4456 8.6395  -0.805
H -15.5532 -22.0677 2.2909  0.315
H -19.5297 -20.3035 4.1940  -0.240
O -20.1426 -23.1588 5.8702  -0.216
H -21.6360 -22.1269 10.0626  0.234
C -17.8961 -21.8971 7.8975  -0.318
H -21.4424 -24.5580 6.5810  0.390
F -17.4726 -15.9037 10.4778  -0.190
N -22.3134 -21.8011 9.3880  -0.093
C -16.2241 -20.8859 4.6404  -0.524
H -23.7281 -19.8408 10.7894  0.279
H -20.8018 -23.4863 7.8148  0.142
C -22.7960 -13.7120 11.6121  0.664
C -18.8019 -17.6180 5.8473  -0.437
H -15.9675 -18.5480 10.1910  0.366
C -24.5905 -21.5019 8.8194  -0.489
F -17.9366 -15.1171 8.4253  -0.198
H -22.0900 -22.1943 5.8600  0.268
H -17.1572 -17.9294 8.8902  0.159
H -16.8028 -20.0097 4.3480  0.019
H -19.0023 -15.4965 5.6743  0.380
H -26.3052 -19.4618 8.8132  0.319
O -21.5688 -11.6637 10.0809  -0.684
O -25.9252 -21.4139 9.3817  -0.376
C -18.1779 -15.0181 9.7992  0.582
H -18.0946 -21.0603 9.8268  0.416
H -15.7780 -20.6807 6.6843  0.409
O -21.6300 -21.4050 1.4646  -0.308
F -22.9878 -12.8846 12.6076  -0.259
C -19.7062 -16.3281 5.6415  -0.595
H -20.1172 -16.3105 4.6320  0.395
H -18.6744 -19.9962 8.6372  0.106
O -20.0686 -15.7110 11.6560  -0.590

Forces on the atoms, in the same order (eV/Å):
-1.405 -0.974 0.899
-0.391 -0.464 0.100
-0.334 0.140 -0.092
1.805 -2.456 2.334
-1.139 0.235 -0.349
0.600 0.045 -0.487
0.016 -0.510 -1.753
-0.273 0.402 0.043
-0.155 -0.334 -0.789
0.763 0.344 -0.357
-0.466 0.072 0.183
1.484 -1.070 -0.748
-0.561 0.612 -0.172
-0.356 1.820 0.048
-0.686 -0.198 0.303
-0.388 0.568 -0.398
-0.032 0.954 1.297
-0.658 0.784 1.372
-1.557 -1.534 0.245
-0.145 -0.246 -0.323
-0.001 -0.136 -0.422
-0.463 0.696 -1.554
0.092 -0.316 0.695
-0.502 -0.996 -0.325
-1.351 -0.096 1.077
0.209 -0.774 0.500
-0.322 0.184 -0.020
-0.075 -0.359 1.409
0.200 -0.465 -0.571
-1.508 1.144 1.289
-0.212 1.265 -0.364
-0.232 1.992 -0.992
1.171 1.648 0.799
-0.405 -0.037 -0.588
1.027 0.940 0.396
-0.036 -0.420 0.151
-1.654 -1.951 -0.442
-1.125 -0.482 0.309
0.585 0.458 -0.079
2.087 -1.856 1.228
-0.750 -3.226 1.309
0.446 -0.980 -0.233
-0.054 -0.001 1.002
-0.515 0.172 -0.391
-0.163 0.430 -0.847
0.423 -0.966 0.100
0.550 0.161 -0.226
2.056 -1.233 1.207
0.607 -0.241 -0.292
0.165 0.129 -0.616
0.468 0.229 -0.554
0.769 0.188 -0.731
2.197 -1.157 -2.177
0.318 0.200 0.013
0.860 0.513 -0.243
0.934 1.442 1.240
-0.771 -0.984 -0.792
-0.916 0.098 -1.099
1.015 0.403 1.957
0.543 -0.223 -0.411
-0.330 0.121 0.954
-0.546 0.154 0.188
0.101 0.061 0.063
-1.084 1.501 -1.027
-0.649 -0.033 0.040
0.495 0.125 -0.356
0.536 -0.324 -0.764
-0.270 -1.236 2.117
0.431 -0.099 -0.088
0.066 0.005 0.199
1.946 1.755 -0.983
-1.443 1.384 0.006
0.552 0.266 -0.713
-0.123 0.844 0.641
-0.044 0.080 2.456
-0.193 -0.813 0.303
0.530 0.231 -0.108
-0.146 0.002 0.085
0.409 0.404 -0.017
0.682 0.165 -0.604
-0.391 -2.650 0.791
-0.279 0.726 -2.049
-2.286 0.227 -1.403
0.100 -0.244 0.615
-0.172 0.403 0.702
1.005 1.404 -0.037
-0.567 1.490 1.351
0.402 -0.312 0.066
-0.093 -0.379 -0.579
-0.503 -0.261 -0.653
0.075 1.421 -3.262

Its electronic energy is -4325.5393 Eh. As for the lowest unoccupied orbital energy: 4.192 eV. The HOMO energy is -0.110 Eh. The orbital gap is 7.18 eV. The net charge is -2. For the max |F|, the calculation gives 3.839 eV Å⁻¹.

Entry from the OMol25 dataset: a molecular structure, C20H45GaN3O4Si at a distorted geometry (ωB97M-V/def2-TZVPD).

Each line ends with the Mulliken charge.
Positions of all 74 atoms, in Å:
C -4.1688 0.2407 -0.7260  -0.924
C -0.9252 4.0339 5.5467  -0.825
H -3.6764 0.2152 0.2588  -0.065
C 5.4505 -3.2386 -0.8513  -0.821
C -1.2041 0.4151 4.4882  -1.033
C 5.0949 -5.4188 -1.7361  -0.726
H 0.6177 4.7329 -3.2941  0.326
H 6.3936 -3.3928 -1.3849  0.406
H -3.5216 -2.7479 -3.4361  0.265
C -1.1468 0.4515 2.9621  -0.190
H 0.6483 -4.2298 -2.5407  0.319
H -3.3371 2.2222 1.3468  0.319
H 3.5112 -1.4752 -4.5304  0.384
C -0.8002 1.8486 -2.8048  0.423
H -3.1788 5.0963 6.3265  0.338
H -1.0875 -2.2888 -1.3581  -0.049
H -1.9954 -0.2840 4.7705  0.400
H 5.6923 -3.0034 0.1898  0.390
O 1.3759 -2.5147 -3.3448  -0.424
C 1.5479 -3.6152 -2.4781  -0.659
H -2.4483 -2.6596 -0.3087  0.390
N 4.4690 -2.2400 -2.8703  -0.356
H 6.1616 -5.6318 -1.6115  0.340
H 0.4505 2.3946 5.5453  0.381
H -5.2193 -0.0666 -0.6863  0.408
C -0.4588 2.6931 5.0138  -0.110
H 5.2348 -1.1503 -1.2633  0.381
H -4.8648 -1.6310 -3.5000  0.288
H -0.5003 0.6490 -1.0725  0.103
C 1.0180 3.5505 -1.6137  -0.447
H -0.2071 2.8298 3.9546  0.118
H 1.5394 -0.5164 -3.4682  0.193
H 1.6822 -3.3057 -1.4378  0.264
H 1.9703 -1.1488 -1.8974  0.161
C 2.0679 -1.3356 -2.9735  0.070
O 4.6633 -4.4250 -0.8294  -0.334
H -1.8148 2.7252 2.0974  0.253
H 1.7301 4.2534 -1.1998  0.356
O -2.3860 0.7221 2.3384  -0.389
H -3.2795 2.4321 3.0929  0.175
H -0.0845 4.7329 5.5050  0.391
H -0.2650 -0.0028 4.8667  0.440
C 0.7084 2.3735 -0.9504  -0.639
C -2.7021 2.1005 2.2241  -0.537
O -1.9533 4.5816 4.7305  -0.330
H -3.6446 3.6059 5.4544  0.302
H 4.5344 -6.3282 -1.5225  0.237
H -4.1511 1.2829 -1.0565  0.373
H -0.8670 -0.5528 2.6303  0.377
H 3.7238 -2.0060 -0.8944  0.154
Si -3.1500 -0.8789 -1.9001  0.154
N -0.4824 3.0008 -3.4305  -0.577
H -1.5080 -1.2117 0.0036  -0.041
C 0.3836 3.7840 -2.8008  -0.343
H -0.3674 1.1238 2.5838  0.210
C 4.6752 -2.0747 -1.4372  -0.130
H 4.1299 -3.1762 -3.0468  0.119
H 1.1538 2.1199 0.0050  0.412
H -3.2471 1.1579 -4.5240  -0.411
C -1.9123 -1.8330 -0.8024  -0.470
H -1.2404 3.9553 6.5918  0.404
C -4.2133 -2.1741 -2.8097  -1.105
H -2.3656 2.0222 4.8813  0.106
C -0.2098 1.5727 -1.5697  0.063
C 3.5158 -1.2906 -3.4534  -0.972
C -3.2253 4.6115 5.3461  -0.726
H 4.8980 -5.1306 -2.7737  0.303
H -1.2675 -0.5317 -4.5334  -0.310
H -3.8893 5.1906 4.7060  0.241
H -4.7621 -2.8604 -2.1572  0.331
H 2.3910 -4.2395 -2.7945  0.256
H 3.9036 -0.2770 -3.3092  0.406
Ga -2.1237 0.4702 -3.5957  0.554
N -1.4751 1.6643 5.2001  -0.333

Forces on the atoms, in the same order (eV/Å):
0.119 -0.226 0.080
0.333 0.071 -0.197
-0.475 -0.122 -0.094
-0.130 0.241 0.303
-0.193 0.046 0.110
-0.145 0.032 0.096
-0.098 -0.162 -0.107
-0.069 -0.055 -0.110
-0.065 -0.056 0.084
0.075 -0.368 -0.082
-0.028 0.053 0.002
0.050 -0.057 -0.034
-0.044 0.062 -0.004
-0.510 -0.172 -0.356
-0.029 -0.056 0.036
-0.037 0.188 -0.090
0.036 -0.052 -0.041
0.026 -0.002 -0.009
0.167 -0.058 0.217
-0.163 -0.013 -0.268
0.105 0.066 0.030
0.024 0.071 0.100
0.017 0.011 -0.070
0.007 -0.016 -0.020
0.088 -0.006 0.350
-0.296 -0.060 -0.037
-0.027 0.016 0.003
-0.211 -0.182 0.150
-0.011 0.011 -0.073
0.453 -0.244 0.923
0.151 0.095 0.028
-0.071 -0.042 0.014
0.076 0.002 0.004
0.044 -0.132 0.046
-0.142 0.299 -0.237
0.201 -0.121 -0.158
0.040 -0.032 0.072
-0.035 0.123 -0.117
0.226 0.267 0.112
0.102 0.189 0.014
0.001 -0.003 0.028
0.036 0.044 -0.038
0.180 0.504 -0.110
-0.345 -0.181 -0.095
-0.163 -0.017 0.228
-0.044 0.019 0.137
-0.036 0.040 0.037
0.036 -0.107 -0.153
-0.004 0.004 -0.005
0.070 0.073 0.155
0.468 0.532 -0.317
-0.052 -0.257 0.299
0.034 0.058 -0.142
0.272 1.402 -1.015
-0.066 0.125 0.042
-0.099 -0.223 -0.224
-0.029 -0.002 0.021
-0.002 -0.056 0.006
0.004 0.102 0.128
-0.437 -0.480 0.334
-0.112 -0.070 -0.037
0.357 0.236 0.180
0.003 0.015 -0.015
-0.385 -1.338 0.623
0.078 -0.164 -0.099
0.060 0.026 -0.161
0.132 -0.039 -0.050
0.108 0.027 -0.004
0.051 -0.006 -0.045
-0.136 0.075 -0.138
0.066 -0.038 0.184
-0.020 0.000 0.065
0.294 0.064 -0.454
0.118 0.029 -0.035

Its electronic energy is -3468.4589 Eh. As for the lowest unoccupied orbital energy: 2.476 eV. The HOMO energy is -0.142 Eh. The orbital gap is 6.35 eV. The net charge is -1. For the max |F|, the calculation gives 1.752 eV Å⁻¹.

Entry from the OMol25 dataset: 9 unconnected molecules or ions with the total composition C20H45N17O11 at a distorted geometry (ωB97M-V/def2-TZVPD).

Each line ends with the Mulliken charge.
Positions of all 93 atoms, in Å:
H 2.0707 1.4284 -3.0382  0.161
C 2.8272 -1.0471 1.7396  0.340
H 7.7737 2.5957 -5.8381  0.226
H -6.9293 -6.7889 -2.0719  0.162
O 1.9009 -2.1585 1.4062  -0.389
C -4.3588 -2.5153 2.3600  -0.428
N 7.9395 1.7260 -6.3274  -0.377
H 7.5405 3.7308 2.4233  0.153
H 1.4579 9.1076 -2.8255  0.160
N 1.1382 1.7749 -2.8880  -0.320
H 5.1712 -0.2083 -2.9102  0.160
H 1.7737 4.4637 -1.3162  0.106
H -6.7696 -2.5853 2.1212  0.487
H 5.0917 3.0889 -4.0884  0.205
H -4.5733 1.6624 0.7729  0.311
N -7.8618 -6.4425 -1.9217  -0.408
C -4.8004 -4.9139 5.7438  0.685
H 2.2544 -0.0001 1.7631  0.269
N 5.3213 0.5191 -2.2317  -0.336
C 0.6126 -1.7772 2.0330  -0.025
O -5.1379 -5.4029 4.6772  -0.647
H -8.6465 -6.9782 -2.2688  0.229
C 3.6087 -1.2949 3.1979  -0.095
H 0.2372 8.3597 -1.8387  0.225
N -10.5838 -0.4443 -1.2801  -0.408
C 5.3207 1.8316 -2.5268  0.633
H 4.9461 1.4136 -4.5307  0.115
N 7.2175 2.9536 1.8722  -0.420
H 4.4757 -0.7764 5.5883  0.320
H 0.8447 -1.6694 3.1953  0.255
N 1.2114 8.4686 -2.0886  -0.391
H 7.3738 2.9617 0.8728  0.237
N 6.3994 1.9273 3.7161  -0.387
H 5.8137 -1.0664 1.2996  0.363
N 5.1357 -1.7318 0.8338  -0.672
C 4.0889 -1.1955 4.5394  -0.736
H -2.0373 0.5705 1.4609  0.271
N -9.2958 -1.7625 0.0336  -0.211
H 5.4836 0.2642 -1.2663  0.193
H -6.9433 0.1231 1.0989  0.219
H -6.1138 -4.9374 -0.9701  0.169
O 5.5053 2.6972 -1.6859  -0.685
C 3.9007 -0.9282 0.4904  -0.239
H 0.2021 -0.7256 1.6545  0.129
H 8.8862 1.4120 -6.4583  0.164
H -4.2899 -3.6279 2.7842  0.437
C 2.1057 7.7361 -1.4008  0.672
C -5.8310 -1.8945 1.9563  -0.510
H 6.7079 2.6861 4.3001  0.153
H 4.0899 7.3880 -1.2821  0.224
O -0.4867 -2.7433 1.7595  -0.314
H 5.9238 1.1422 4.1414  0.189
N 7.1382 -0.0931 -7.4099  -0.399
C 6.8594 1.0552 -6.7670  0.701
O 1.7829 6.9664 -0.5098  -0.661
C -2.9839 -1.5876 2.1691  0.558
H -8.5645 -1.8593 0.7258  0.073
N -7.0605 -4.6234 -0.8392  -0.295
H -10.8477 0.4774 -1.6030  0.231
N -3.9448 -3.8795 5.8313  -0.264
H -3.6551 -3.4633 6.7002  0.157
O -1.4830 -2.5357 3.9986  -0.541
N 5.1001 2.1126 -3.8237  -0.261
O -0.2811 3.3240 -2.0745  -0.696
H 3.3428 -1.3287 -0.4796  0.322
C -4.5273 0.5618 1.1796  -0.492
H -7.2263 -3.7537 -0.3499  0.162
C 0.8594 2.9232 -2.2451  0.607
H 3.6701 8.5497 -2.5059  0.159
H 8.0707 -0.4395 -7.5601  0.161
C -5.8979 -0.3419 1.3789  -0.258
O 6.1970 0.9529 1.6948  -0.585
H -5.9003 -6.1435 6.9058  0.235
H 6.3535 -0.6288 -7.7570  0.227
O 5.7189 1.4560 -6.5964  -0.698
H -9.7464 -2.5896 -0.3197  0.175
H -11.0575 -1.2479 -1.6569  0.173
C -1.5752 -2.3209 2.6564  0.369
N -5.2540 -5.3655 6.9270  -0.410
C 6.5802 1.8851 2.3837  0.602
O -9.2811 -4.8934 -1.1082  -0.660
N 3.3848 7.9205 -1.7746  -0.387
H -3.5797 -3.5092 4.9637  0.139
O -9.0447 0.4760 0.0837  -0.684
H 4.1792 0.2072 0.3351  0.108
N 1.9395 3.5939 -1.8055  -0.264
C -9.6056 -0.5138 -0.3593  0.627
H -4.9877 -4.9759 7.8154  0.155
H 2.8862 3.2799 -1.9364  0.189
H 5.5723 -1.9719 -0.1067  0.278
C -3.0362 -0.0375 1.5719  -0.339
H 0.3535 1.2391 -3.2351  0.205
C -8.1406 -5.2942 -1.2788  0.661

Forces on the atoms, in the same order (eV/Å):
-0.119 0.123 0.046
0.890 0.111 -0.366
0.106 -0.343 -0.157
-0.183 0.086 0.055
-1.458 2.360 1.326
-0.424 3.581 -1.393
0.711 0.998 0.589
-0.105 -0.176 -0.090
-0.045 -0.145 0.150
-0.179 -1.531 -0.855
0.049 0.166 0.075
0.091 -0.137 -0.068
2.040 1.694 -0.350
-0.018 -0.425 -0.016
-0.055 -2.512 0.907
-0.251 -1.240 -0.744
0.110 0.103 -0.479
1.125 -2.371 0.437
0.081 -1.228 0.742
0.495 1.229 1.289
-0.113 -0.104 -0.315
0.338 0.190 0.134
2.520 1.930 9.119
0.365 0.026 -0.129
-0.981 0.591 -0.947
0.111 0.347 0.009
0.157 0.213 -0.182
0.630 0.736 -0.938
-1.039 -1.538 -2.981
-0.846 -0.524 -2.338
-1.250 0.605 -0.432
-0.163 0.053 0.283
-0.380 -0.432 1.292
-1.052 -0.890 -0.632
0.285 1.186 -1.972
-3.444 0.567 -9.334
-2.352 -1.271 0.188
0.591 -0.927 0.622
0.001 0.066 -0.270
2.264 -0.957 0.521
-0.165 0.084 0.060
0.007 0.361 0.360
-0.414 0.335 0.598
1.195 -2.065 0.406
-0.190 0.055 0.024
-0.117 2.687 -1.015
-0.302 -0.450 0.501
4.304 2.359 -0.316
-0.065 -0.135 -0.160
-0.261 0.210 -0.214
-1.045 2.403 2.287
0.099 0.248 -0.173
-0.230 -1.227 -0.671
-0.236 0.151 0.028
0.034 -0.156 0.031
-2.566 0.644 -1.209
-0.363 0.051 -0.243
0.658 0.918 0.577
0.099 -0.386 0.122
0.665 0.831 -0.372
-0.029 -0.074 -0.207
-0.333 1.133 -8.704
-0.332 0.658 -0.725
-0.228 -0.068 -0.034
1.217 0.729 2.204
0.662 -3.729 1.627
0.197 -0.280 -0.237
-0.437 0.615 0.312
-0.073 -0.134 0.145
-0.179 0.078 0.029
3.351 -1.592 0.887
-0.054 -0.295 -0.242
0.264 0.319 0.042
0.332 0.190 0.099
-0.355 0.012 0.055
0.127 -0.158 -0.022
0.129 0.107 0.092
-0.340 -0.747 6.211
-0.822 -0.901 1.082
-0.072 -0.110 -0.177
-0.413 0.218 0.065
1.561 -0.098 -0.088
0.093 0.037 0.381
0.215 0.326 0.133
-0.858 -2.101 0.463
0.676 0.876 0.487
0.320 0.206 0.268
-0.040 -0.068 -0.206
-0.018 0.026 0.086
-0.513 0.227 1.705
-3.794 -2.979 0.587
0.332 0.212 0.138
-0.194 0.234 0.124

Its electronic energy is -2547.3236 Eh. As for the lowest unoccupied orbital energy: -0.091 eV. The HOMO energy is -0.310 Eh. The orbital gap is 8.36 eV. The net charge is 0. For the max |F|, the calculation gives 9.965 eV Å⁻¹. The structure (SMILES) is C#C[C@@H](CN)OCOC(=O)c1ccccc1.NC(N)=O.NC(N)=O.NC(N)=O.NC(N)=O.NC(N)=O.NC(N)=O.NC(N)=O.NC(N)=O.